The following is a quantum chemistry calculation of a molecular structure, C26H40Cl3N4O3PtSi in a non-equilibrium geometry, from the Open Molecules 2025 dataset.

```
78
Properties=species:S:1:pos:R:3:forces:R:3
C -1.706 -2.230 -4.202 -0.0269 0.1309 -0.3687
C -1.096 -2.852 -2.992 0.1546 -0.3925 1.1683
H -1.669 -2.917 -5.055 -0.1008 0.2121 0.0548
H -1.180 -1.298 -4.467 -0.2250 -0.3182 0.1125
H -2.761 -1.960 -4.009 0.4116 -0.0920 -0.0515
C -0.536 -4.068 -2.954 -0.3227 0.4752 -0.0406
C -0.424 -4.987 -4.120 0.2471 -0.5119 -0.5849
H -0.156 -4.467 -2.015 -0.1474 0.1748 -0.1066
H -0.144 -4.471 -5.053 -0.1335 -0.1904 0.2925
H -1.362 -5.534 -4.303 0.1526 0.1351 -0.0349
H 0.339 -5.752 -3.926 -0.0895 0.1183 -0.1145
Pt -0.024 0.662 -0.560 -0.0772 -1.3899 -0.5185
Cl -2.331 0.883 -0.599 -1.9484 0.1793 0.4285
Cl 1.257 3.092 -1.786 0.7066 0.0429 1.2234
H 0.831 5.034 3.176 0.0603 -0.0898 -0.0298
H -1.295 5.941 2.451 0.0101 -0.0486 -0.2242
C 1.011 4.477 2.251 0.0156 0.0660 -0.1211
C -1.033 5.584 1.445 -0.0298 -0.3089 0.0144
N -0.261 4.347 1.553 -0.0414 0.9885 0.2992
H 1.417 3.490 2.479 -0.0917 0.1877 -0.1354
C -0.599 3.232 0.922 1.7768 -2.1083 -0.2594
O 0.197 2.235 0.906 -1.6664 3.1042 0.8684
H -1.951 5.392 0.878 0.2406 0.0857 0.0862
H -1.586 3.203 0.434 0.3713 -0.0244 -0.0060
H 1.728 5.046 1.641 -0.1379 -0.2432 0.0968
H -0.443 6.369 0.941 -0.2024 -0.3412 0.0869
H 1.854 -1.006 -3.512 0.1529 0.2171 0.2290
H 2.405 -3.505 -2.250 0.1740 0.2053 0.0743
C 2.803 -0.748 -3.020 -0.2823 -0.2893 -0.0623
C 3.271 -2.921 -1.898 -0.2320 0.2355 0.3082
N 2.926 -1.504 -1.775 0.3912 -0.2912 0.1440
H 2.829 0.324 -2.803 -0.0908 -0.2179 -0.0458
C 2.582 -0.972 -0.601 -0.9167 2.4304 -0.5038
O 2.110 0.213 -0.485 2.5313 -2.7311 0.1088
H 3.590 -3.307 -0.916 -0.0986 0.0911 -0.3844
H 2.757 -1.621 0.278 -0.0826 0.1927 -0.2429
H 3.632 -1.048 -3.673 -0.0731 0.1955 0.1608
H 4.081 -3.038 -2.624 -0.0219 0.0377 0.1772
O -0.077 -1.093 -1.766 0.4935 -0.8520 -0.3283
C -1.143 -1.980 -1.724 0.7213 0.5988 0.0882
C 0.215 -3.153 0.010 0.1938 -0.1031 0.2942
C -1.040 -2.767 -0.434 -0.6318 -0.3237 -0.8445
H 1.077 -2.818 -0.568 -0.4262 -0.0179 0.3359
C 0.352 -3.983 1.118 -0.0899 0.0712 -0.4324
H -2.095 -1.430 -1.740 -0.1667 -0.1725 0.0963
C -2.193 -3.191 0.214 0.3190 -0.2478 0.3167
H 1.357 -4.230 1.470 -0.3687 -0.1892 -0.0110
C -0.800 -4.510 1.701 -0.1938 0.0625 0.3479
C -2.069 -4.082 1.280 -0.0293 -0.2109 -0.0039
H -3.158 -2.831 -0.158 0.2578 -0.2317 0.2303
H -0.698 -5.260 2.487 -0.1523 0.2923 -0.0438
H -2.973 -4.470 1.759 0.3518 0.0500 -0.0577
Si -0.061 3.008 -3.565 -1.0988 1.1140 -2.4507
Cl -0.328 0.886 -3.389 0.3627 1.2776 -1.0622
C 1.486 3.732 -4.489 0.5615 0.3360 0.1622
C -1.552 3.673 -2.590 -0.0314 0.4133 0.5797
C -1.021 3.476 -5.254 -0.4699 -1.1739 -0.1619
H 2.265 2.966 -4.603 -0.0199 0.0885 0.1965
H 1.915 4.562 -3.906 0.0508 -0.3192 -0.0443
H 1.279 4.133 -5.487 -0.1262 -0.2099 0.1223
H -0.492 3.132 -6.155 -0.1450 0.0440 0.0584
H -1.097 4.571 -5.310 0.1207 -0.0571 0.1368
H -2.044 3.076 -5.286 -0.0064 0.0639 -0.1010
H -1.956 2.882 -1.948 0.2005 0.1274 -0.0261
H -2.370 3.996 -3.241 0.1970 -0.0251 -0.0093
H -1.272 4.519 -1.955 -0.0106 0.0643 0.1070
N 3.497 -0.650 4.856 -2.1249 -0.2387 -1.0795
C 2.479 -0.742 4.288 1.7670 0.1953 0.8506
C 1.251 -0.821 3.525 0.2751 0.2670 -0.0238
C 0.114 -1.458 4.025 -0.1160 -0.0873 -0.0603
C -1.040 -1.429 3.263 -0.0984 0.2507 -0.0998
C -1.029 -0.758 2.036 0.3873 -0.5202 0.0926
N 0.099 -0.289 1.501 0.1711 0.2665 1.1051
C 1.212 -0.236 2.256 -0.6321 -0.4823 -0.2682
H 0.145 -1.949 4.994 -0.0066 0.0479 -0.1688
H -1.957 -1.920 3.578 0.1835 0.1657 0.0989
H -1.929 -0.618 1.439 0.1922 -0.1391 -0.0060
H 2.080 0.256 1.822 -0.2195 -0.1125 -0.0349
```
Forces are in eV/Å.

Properties
2S+1: 3
Kohn-Sham gap (alpha / beta) (eV): 5.253 / 6.490
Relative energy (zero: lowest compared OMol25 entry of this formula, charge and spin) (kcal/mol): 25.3
HOMO level (alpha / beta) (eV): -3.067 / -4.296
Charge: -1
<S²>: 2.007
Energy (a.u.): -3248.89719

***

The following is a quantum chemistry calculation of a molecular structure, C26H40Cl3N4O3SiTi in a non-equilibrium geometry, from the Open Molecules 2025 dataset.

```
78
Properties=species:S:1:pos:R:3:forces:R:3
C 1.599 -0.621 -5.229 -0.4061 0.8935 -1.7314
C 0.655 -0.150 -4.170 -1.7464 0.3051 -0.6177
H 1.229 -0.114 -6.120 0.1665 -0.0995 -0.5641
H 1.533 -1.697 -5.461 -0.0305 0.2955 0.3742
H 2.643 -0.351 -5.148 -0.2377 0.3267 0.0411
C -0.635 -0.591 -4.284 0.8011 1.3177 1.6247
C -1.234 -1.127 -5.516 -0.6358 -0.5371 -0.7573
H -1.338 -0.660 -3.378 1.2723 0.8190 -1.5597
H -1.217 -2.205 -5.500 -0.0786 -0.7933 -0.1245
H -0.877 -0.843 -6.511 0.6097 0.2722 0.3999
H -2.281 -0.846 -5.550 -0.3706 -0.0204 0.1473
Ti 1.127 0.457 2.705 -1.1765 1.0055 -0.0792
Cl 2.985 1.610 2.261 1.0655 0.6695 0.1050
Cl 1.847 -1.673 2.881 0.5888 -1.3186 0.6216
H 1.051 -0.746 8.194 -0.1282 -0.0795 0.4133
H 2.975 0.509 8.222 -0.0228 0.1960 0.0738
C 0.707 -0.587 7.185 0.4336 0.3115 -0.3803
C 3.048 0.361 7.149 0.3629 0.0061 -0.0832
N 1.717 0.260 6.559 0.9825 0.2960 0.5655
H -0.249 -0.064 7.176 0.0054 -0.2259 -0.0706
C 1.576 0.751 5.352 -3.1225 -0.9850 -1.8852
O 0.575 0.407 4.611 2.1065 1.0567 3.0147
H 3.594 1.201 6.680 -0.3096 -0.4316 0.3441
H 2.314 1.462 4.978 0.1962 -0.1582 0.0681
H 0.654 -1.542 6.676 -0.2452 -0.1594 -0.1872
H 3.636 -0.558 6.981 -0.2834 0.2419 -0.0472
H -0.803 -2.566 -1.427 -0.4166 0.1158 0.2775
H -3.054 -1.548 -2.739 -0.0460 0.0165 0.2731
C -1.636 -2.969 -0.830 0.1361 0.1183 -0.2168
C -3.591 -1.816 -1.817 0.4126 0.3706 0.2114
N -2.679 -1.977 -0.688 -0.1546 -0.0337 -0.0166
H -1.270 -3.250 0.159 -0.0225 0.0211 -0.1377
C -2.893 -1.374 0.521 -0.1951 -0.0730 0.6916
O -2.454 -1.747 1.604 -0.3730 0.3654 -1.3126
H -4.311 -1.023 -1.596 0.0735 -0.1434 -0.0340
H -3.525 -0.457 0.409 0.0862 -0.5547 0.2913
H -2.025 -3.834 -1.371 -0.0337 -0.1924 0.1550
H -4.127 -2.749 -2.025 -0.0287 0.0439 0.1744
O 1.190 -0.862 -2.305 -0.9905 1.2430 2.9315
C 1.162 0.507 -2.885 -0.1520 -1.1614 0.8280
C -0.937 0.881 -1.629 -0.4042 0.0178 -0.2671
C 0.146 1.499 -2.251 -0.7270 -0.1826 0.0544
H -0.780 -0.154 -1.355 -0.3813 0.0775 -0.2954
C -2.162 1.508 -1.389 0.4444 -0.6904 -0.0119
H 2.195 0.962 -2.814 -1.4654 -0.3476 -0.7598
C 0.061 2.913 -2.391 -0.6640 -0.4654 0.0836
H -2.967 0.891 -0.979 0.2132 0.5089 -0.1079
C -2.324 2.841 -1.706 0.4149 0.3019 -0.0562
C -1.187 3.552 -2.125 0.4341 -0.4188 -0.1919
H 0.926 3.526 -2.681 -0.4330 -0.3639 -0.1175
H -3.301 3.321 -1.570 0.5870 -0.0399 -0.0389
H -1.300 4.627 -2.266 0.2919 -0.1846 -0.0170
Si 2.442 -1.779 -1.666 0.1771 2.5291 1.5349
Cl 0.137 0.045 0.853 -0.4005 -1.6161 -2.5564
C 1.669 -3.427 -1.322 0.2404 -1.1142 -0.4914
C 3.599 -1.338 -0.188 0.3628 0.3763 -0.4500
C 3.454 -1.078 -3.026 2.4215 -2.1955 -0.2802
H 0.646 -3.559 -1.681 0.4207 0.1784 -0.1836
H 1.671 -3.755 -0.274 0.2017 0.5280 -0.1529
H 2.280 -4.164 -1.863 -0.0779 -0.1658 0.0511
H 3.025 -1.465 -3.949 0.8368 0.1658 0.3762
H 4.487 -1.416 -2.879 0.1523 0.1541 -0.5543
H 3.440 0.013 -2.957 0.2192 -0.6656 -0.0687
H 3.917 -0.255 -0.174 -0.5713 -0.9534 -0.0335
H 4.555 -1.882 -0.393 -0.5447 0.1309 -0.0009
H 3.282 -1.630 0.811 -0.1391 0.1479 -0.0918
N -5.250 2.056 3.573 1.9377 0.3367 -0.9680
C -4.200 2.210 3.073 -1.2710 -0.4413 0.3342
C -2.872 2.419 2.521 -0.6424 -1.1951 0.6762
C -2.526 3.629 1.893 -0.9307 1.8290 0.0566
C -1.249 3.771 1.357 1.0637 -1.0161 0.1239
C -0.326 2.788 1.655 -0.1017 2.0287 -1.0593
N -0.599 1.861 2.609 1.1557 -2.0371 0.7531
C -1.888 1.471 2.755 -0.5062 0.7792 0.2854
H -3.255 4.444 1.833 0.2045 -0.3905 -0.0358
H -0.948 4.587 0.720 -0.2073 0.0905 -0.2196
H 0.626 2.680 1.108 -0.4453 0.4296 0.5122
H -2.105 0.427 3.014 0.0412 0.5335 0.3464
```
Forces are in eV/Å.

Properties
2S+1: 3
Kohn-Sham gap (alpha / beta) (eV): 3.821 / 7.248
Relative energy (zero: lowest compared OMol25 entry of this formula, charge and spin) (kcal/mol): 146.0
HOMO level (alpha / beta) (eV): -1.643 / -5.081
Charge: -1
<S²>: 2.020
Energy (a.u.): -3979.08692

***

The following is a quantum chemistry calculation of 9 unconnected molecules or ions with the total composition C26H40Cl6O23S2 in a non-equilibrium geometry, from the Open Molecules 2025 dataset.

```
97
Properties=species:S:1:pos:R:3:forces:R:3
C 2.461 1.065 -3.766 0.7144 -0.3473 0.0400
C 2.975 0.682 -5.136 0.7817 -0.0066 0.6275
C 4.478 0.288 -5.114 -0.6021 1.7208 0.3295
O 4.554 -0.886 -5.884 0.1309 -0.1224 -0.0063
C 3.306 -1.368 -6.089 0.2382 0.3161 0.3713
O 3.051 -2.369 -6.659 -0.0764 -0.5922 -0.2698
O 2.392 -0.568 -5.510 -0.5489 0.3110 -0.3779
H 2.933 1.968 -3.376 -0.0827 0.1955 -0.3195
H 2.818 0.268 -3.106 -0.5903 -0.0397 0.2387
H 1.382 1.182 -3.765 -0.0566 -0.0591 0.1309
H 2.755 1.469 -5.857 -0.0898 -0.2964 -0.3450
H 4.784 0.200 -4.068 0.1663 -0.7925 -0.0928
H 5.092 1.089 -5.524 0.1032 -0.2401 -0.3612
C -3.649 -2.743 -1.646 0.5831 -1.0281 0.6063
C -4.337 -2.115 -2.825 1.3114 1.8978 0.9465
C -3.612 -0.839 -3.342 -0.3363 -0.5464 0.0170
O -3.572 -1.053 -4.753 0.2001 0.6193 0.1228
C -3.989 -2.290 -5.066 0.4580 0.7723 2.2712
O -4.009 -2.717 -6.143 -0.2217 -1.1601 -2.5359
O -4.302 -2.983 -3.942 -0.8277 -0.0563 0.1104
H -2.618 -3.071 -1.830 -0.1487 0.0756 -0.5821
H -4.186 -3.648 -1.351 -0.0516 0.0930 0.1130
H -3.515 -2.121 -0.757 -0.6102 0.3849 -0.2214
H -5.297 -1.706 -2.497 -0.6035 -1.0532 -0.5315
H -2.615 -0.735 -2.917 0.0545 -0.0255 -0.2784
H -4.187 0.057 -3.131 0.1161 0.0762 -0.0103
C -1.340 5.057 -1.215 -0.3050 -0.3737 0.5105
C -1.965 4.062 -0.272 -0.6644 -1.1852 -0.3129
C -3.292 4.356 0.441 1.3159 1.3836 -0.0847
O -3.920 3.092 0.529 -0.4476 -0.1859 0.7416
C -3.387 2.259 -0.378 0.5225 0.1934 -1.2749
O -3.760 1.161 -0.666 -0.2823 0.1459 0.5628
O -2.377 2.871 -1.024 0.1029 0.0804 -0.2008
H -0.539 4.492 -1.685 0.0623 0.3554 -0.4044
H -0.915 5.892 -0.662 0.0257 0.0349 0.0352
H -2.072 5.424 -1.931 0.0906 -0.0175 -0.1884
H -1.216 3.623 0.384 0.0011 0.6039 0.4725
H -3.903 5.092 -0.090 -0.1715 -0.4123 -0.3720
H -3.075 4.845 1.392 -0.2930 -0.6688 0.3979
C 0.865 -1.871 3.590 -0.0667 -0.4602 0.0342
C 0.526 -3.180 4.292 -0.1782 0.7854 0.5799
C 1.033 -3.297 5.741 1.0292 -1.3386 -0.3619
O -0.121 -3.484 6.542 0.2194 0.6311 0.4314
C -1.222 -3.380 5.792 0.5213 -0.2284 -0.8866
O -2.330 -3.450 6.186 -1.0139 0.0668 0.5186
O -0.905 -3.241 4.485 0.1083 -0.0261 -0.2476
H 1.916 -1.607 3.713 0.0377 -0.1228 -0.1139
H 0.267 -1.064 4.012 -0.0435 0.0335 0.0620
H 0.640 -1.974 2.530 0.0872 0.1555 -0.0229
H 0.835 -4.055 3.724 -0.0998 0.0645 -0.1576
H 1.714 -2.515 6.074 -0.6332 0.5062 0.1379
H 1.620 -4.216 5.843 -0.0145 0.0251 -0.0178
C -3.389 -0.414 2.381 -0.3610 -1.7973 -0.1388
C -3.469 0.482 3.574 0.7059 0.3679 -0.3811
C -4.022 -0.123 4.853 -0.2609 -0.4151 0.1667
O -3.140 0.368 5.875 -0.4376 -0.0210 -0.0776
C -2.092 0.990 5.309 -0.2177 0.0592 -0.3198
O -1.264 1.600 5.896 0.5137 -0.0045 0.3877
O -2.124 0.858 3.965 -0.3718 0.0261 0.0254
H -2.922 -0.045 1.476 -0.2635 0.7272 0.0115
H -4.392 -0.798 2.165 -0.0312 0.3930 -0.2950
H -2.839 -1.347 2.571 0.1253 0.2666 0.5616
H -4.000 1.407 3.324 0.0548 -0.0111 0.0008
H -4.038 -1.210 4.849 0.4827 -0.2011 0.0271
H -5.050 0.165 5.073 0.1241 0.3940 0.0490
O 1.732 -2.482 0.179 -0.4553 0.4807 -0.2700
S 2.061 -3.207 -0.993 -0.1897 -0.5674 -0.7890
O 3.160 -4.099 -0.915 0.2327 0.0678 -0.4255
O 0.777 -3.993 -1.535 0.2161 0.2595 0.9532
C 0.591 -3.874 -2.936 -0.9987 -0.1380 -0.1605
C 1.291 -2.582 -3.340 0.8582 -0.7916 -1.8278
O 2.197 -2.245 -2.298 -0.0543 0.1301 1.3687
H 0.916 -4.783 -3.443 0.5190 0.2031 0.0609
H -0.488 -3.832 -3.096 0.0634 0.2003 0.0327
H 0.650 -1.770 -3.670 -0.1946 0.2081 0.8211
H 1.909 -2.770 -4.222 -0.0343 -0.1473 0.1042
O 4.075 -0.450 0.333 -0.1438 -0.1498 -0.2871
S 4.145 0.614 1.260 1.3357 1.1476 -0.3683
O 3.520 0.526 2.522 -0.1645 -0.0102 0.3759
O 5.730 1.016 1.403 -0.3945 -0.9306 -0.1357
C 5.886 2.408 1.288 -0.6856 1.8301 0.2598
C 4.838 2.811 0.259 0.4318 -0.5959 -0.4594
O 3.707 2.004 0.580 -0.6354 -0.4881 0.6584
H 5.705 2.875 2.263 -0.2709 -0.0338 -0.0629
H 6.844 2.816 0.970 0.4001 -1.0642 -0.1323
H 5.128 2.473 -0.741 0.3453 0.3632 0.0221
H 4.584 3.865 0.247 -0.2451 -0.0405 0.2099
Cl 1.586 4.783 1.907 0.0116 -0.3356 -0.1681
C 0.962 3.397 2.857 0.3393 0.8054 0.6272
Cl -0.770 3.592 3.062 -0.0404 -0.2452 -0.1385
Cl 1.742 3.420 4.447 0.0061 -0.1922 -0.1743
H 1.232 2.470 2.367 -0.2125 -0.0317 -0.1757
Cl 0.991 2.306 -0.918 0.0099 -0.0794 -0.0686
C 0.689 0.581 -0.724 -0.3769 -0.2772 1.1526
Cl -0.458 -0.022 -1.898 0.1506 0.0542 -0.2100
Cl 0.015 0.245 0.908 0.1190 0.4043 -0.1779
H 1.619 0.024 -0.724 0.0731 0.0381 -0.4637
```
Forces are in eV/Å.

Properties
Kohn-Sham gap (eV): 10.603
HOMO level (eV): -10.781
Structure (SMILES): C[C@H]1COC(=O)O1.C[C@H]1COC(=O)O1.C[C@H]1COC(=O)O1.C[C@H]1COC(=O)O1.C[C@H]1COC(=O)O1.O=S1(=O)OCCO1.O=S1(=O)OCCO1.ClC(Cl)Cl.ClC(Cl)Cl
Energy (a.u.): -6302.77882

***

Question: The lowest energy belongs to which entry?
Answer: C26H40Cl6O23S2